Entry 1:
{"formula": "C2CsO4", "method": "ωB97M-V/def2-TZVPD", "e_tot_ha": -397.2644, "s2": 0.7537, "relative_energy_kj_mol": 0.0, "homo_energy_ev": [-4.84, -7.70], "gap_ev": [3.32, 6.12], "multiplicity": 2, "species": ["O", "C", "O", "O", "O", "C", "Cs"], "positions_angstrom": [[-1.316, 1.880, 0.212], [0.164, -0.727, -0.232], [0.773, -1.279, -1.172], [0.558, -0.359, 0.906], [-0.717, 2.672, 2.285], [-0.851, 2.073, 1.293], [1.389, -4.261, -3.292]], "forces_ev_per_angstrom": [[1.7659, -0.6982, 2.2332], [1.8303, 0.0309, 1.6103], [-0.5461, -0.2646, -0.1464], [-1.1108, -0.3542, -1.8390], [1.1880, -1.3419, 0.4504], [-2.9783, 1.9688, -2.8051], [-0.1489, 0.6591, 0.4966]]}

---

Entry 2:
{"formula": "C2F10N3Na2O12S6", "method": "ωB97M-V/def2-TZVPD", "e_tot_ha": -4855.6862, "relative_energy_kj_mol": 394.4, "charge": -1, "homo_energy_ev": -7.06, "gap_ev": 5.32, "species": ["Na", "Na", "N", "S", "O", "O", "F", "S", "O", "O", "F", "N", "S", "O", "O", "F", "S", "O", "O", "F", "C", "F", "F", "F", "S", "O", "O", "N", "S", "O", "O", "C", "F", "F", "F"], "positions_angstrom": [[-0.343, 0.409, 0.236], [-1.361, 4.272, -1.012], [1.961, 2.844, -1.658], [3.167, 3.502, -0.582], [2.773, 4.804, -0.008], [4.557, 3.327, -0.973], [2.980, 2.420, 0.627], [2.771, 2.926, -2.936], [3.420, 1.698, -3.362], [3.285, 4.238, -3.371], [1.418, 2.959, -3.779], [-3.989, 1.582, -0.895], [-5.573, 1.927, -0.353], [-6.213, 1.218, 0.793], [-6.475, 2.658, -1.261], [-4.993, 3.194, 0.492], [-4.547, 0.689, -2.005], [-4.932, 1.384, -3.243], [-5.333, -0.502, -1.595], [-3.107, -0.073, -2.356], [0.088, -1.901, 3.911], [-0.326, -2.343, 5.134], [-0.817, -1.137, 3.375], [1.293, -1.251, 3.978], [0.294, -3.523, 2.870], [1.095, -4.532, 3.613], [-1.079, -3.995, 2.495], [1.050, -2.815, 1.436], [2.189, -3.792, 1.040], [3.318, -3.877, 1.957], [1.700, -5.055, 0.489], [2.800, -2.953, -0.511], [3.410, -1.823, -0.151], [3.705, -3.768, -0.982], [1.814, -2.710, -1.413]], "forces_ev_per_angstrom": [[0.2721, -0.7874, -0.0469], [0.0611, -0.0432, -0.2956], [1.6503, 1.5943, 6.2278], [0.2382, 0.9376, 1.8856], [0.1399, -2.8865, -1.1618], [-2.4004, 0.0641, 0.3909], [-0.3192, 0.8678, -0.7986], [1.1686, 0.4739, -7.7953], [-0.4703, 1.8015, 0.9620], [-0.0305, -2.2152, 1.6381], [-0.8289, -0.6305, -1.0449], [-2.4180, 0.9359, 2.0309], [-3.3031, 4.1830, 5.2678], [2.2186, 0.5061, -3.5374], [2.0340, -2.3081, 0.9196], [0.4276, 0.1404, -0.0279], [0.2423, -5.8367, -6.5409], [1.0459, -1.4090, 2.3880], [1.0734, 3.1312, -0.4468], [-0.6277, 1.0105, 0.0951], [1.9118, -2.7405, 0.5272], [0.6083, 1.1868, -1.0906], [-0.5756, 0.9945, -0.2295], [-1.8280, -0.5568, 0.3385], [-1.1123, -2.4616, -1.9359], [-1.4316, 3.0097, -1.2214], [2.8847, 1.9650, 1.1246], [-2.2359, 0.0856, 3.5247], [1.5675, -2.7877, -1.1351], [-0.8149, 0.5091, -1.0812], [0.3998, 0.9535, 0.5967], [-0.7747, -0.0553, 1.7224], [-0.1698, 0.7062, -0.5942], [0.4157, -0.3432, -1.1370], [0.9814, 0.0049, 0.4807]]}

---

Entry 3:
{"formula": "C2F18NO4P2S2Ti", "method": "ωB97M-V/def2-TZVPD", "e_tot_ha": -4558.3547, "s2": 6.0133, "charge": -1, "homo_energy_ev": [-3.29, -9.83], "gap_ev": [5.56, 5.50], "multiplicity": 5, "species": ["Ti", "C", "F", "F", "F", "S", "O", "O", "N", "S", "O", "O", "C", "F", "F", "F", "P", "F", "F", "F", "F", "F", "F", "P", "F", "F", "F", "F", "F", "F"], "positions_angstrom": [[-0.618, 0.835, -0.076], [-1.157, -3.299, -0.015], [-0.190, -3.734, 0.789], [-1.704, -4.413, -0.616], [-2.125, -2.799, 0.729], [-0.435, -2.021, -1.303], [0.338, -2.903, -2.215], [-1.598, -1.378, -1.910], [0.393, -1.027, -0.269], [1.829, -1.507, -0.203], [2.467, -0.914, 0.898], [2.115, -2.944, -0.315], [2.567, -0.511, -1.757], [1.800, -0.532, -2.856], [2.807, 0.771, -1.319], [3.723, -1.152, -2.189], [-0.038, 3.530, -1.263], [0.271, 2.241, -2.206], [1.461, 4.197, -1.678], [-0.743, 4.305, -2.553], [-0.413, 4.781, -0.319], [-1.533, 2.935, -0.849], [0.683, 2.713, -0.065], [-1.434, 0.445, 3.100], [-1.823, -0.792, 4.093], [-0.224, -0.538, 2.641], [-2.364, -0.292, 1.975], [-0.881, 1.462, 1.942], [-2.720, 1.387, 3.540], [-0.454, 1.154, 4.267]], "forces_ev_per_angstrom": [[-0.3186, 0.9268, -0.1781], [-1.0162, -1.4171, 0.1458], [0.0673, 0.2908, -0.3361], [0.9686, 1.4074, -0.1227], [0.3353, 0.6384, -0.3441], [-3.3640, -2.7700, -1.6826], [0.0868, 1.3737, 1.4848], [1.9044, -0.2506, 1.2699], [-2.4704, -0.8627, -0.9670], [1.4291, 3.0226, -2.7956], [1.7961, 0.0173, 2.1072], [0.3751, -1.1804, -0.0622], [1.5681, -0.4576, -0.6061], [-0.0981, 0.5525, 1.4722], [-0.2669, -2.4748, -1.0227], [-1.0992, 1.2581, 1.3210], [0.3947, 3.6311, -2.4350], [-0.4805, -0.1877, 0.1648], [-1.9837, -0.8879, 0.6642], [0.7670, -0.9357, 1.1206], [0.9074, -0.5159, -0.1257], [0.7959, -1.0768, 0.0149], [-0.3323, -0.1555, 0.5159], [0.0163, -1.8934, 2.5281], [-0.5533, 1.3357, 0.5394], [0.8616, 0.2783, -0.3069], [-0.1254, 0.7806, -0.6497], [-0.5424, 1.0433, 0.6906], [1.8629, -0.8561, -0.6359], [-1.4855, -0.6343, -1.7691]]}